No. 1
C25H25CuF6N2OTe | ωB97M-V/def2-TZVPD

Cartesian coordinates (Å):
Cu (0.226, 0.846, -1.321)
C (3.009, 1.229, 0.292)
N (2.250, 0.773, -0.853)
C (2.834, 0.213, -1.849)
C (2.070, -0.179, -2.985)
C (2.452, -0.729, -4.215)
C (1.284, -0.843, -4.968)
C (0.249, -0.351, -4.160)
N (0.712, 0.046, -2.970)
C (3.314, 2.708, 0.179)
C (4.617, 3.183, 0.257)
C (4.882, 4.542, 0.131)
C (3.841, 5.434, -0.074)
C (2.535, 4.965, -0.153)
C (2.273, 3.611, -0.024)
H (3.946, 0.669, 0.410)
H (2.396, 1.062, 1.182)
H (3.912, 0.016, -1.845)
H (3.452, -1.012, -4.510)
H (1.187, -1.215, -5.977)
H (-0.804, -0.291, -4.397)
H (5.434, 2.485, 0.405)
H (5.902, 4.900, 0.193)
H (4.049, 6.493, -0.172)
H (1.717, 5.657, -0.311)
H (1.258, 3.237, -0.084)
C (-2.753, 1.826, -1.885)
C (-2.021, 2.462, -0.693)
O (-1.009, 1.714, -0.168)
C (-3.066, 2.735, 0.425)
F (-4.084, 3.540, 0.016)
F (-2.532, 3.304, 1.517)
F (-3.645, 1.584, 0.828)
C (-1.443, 3.828, -1.158)
F (-2.377, 4.692, -1.633)
F (-0.563, 3.635, -2.162)
F (-0.780, 4.469, -0.176)
H (-3.277, 0.939, -1.532)
H (-1.996, 1.511, -2.602)
H (-3.460, 2.515, -2.348)
C (-2.217, -6.654, 3.737)
C (-1.967, -5.352, 3.021)
C (-2.954, -4.381, 2.924)
C (-2.726, -3.170, 2.282)
C (-3.838, -2.156, 2.212)
C (-1.469, -2.902, 1.713)
Te (-1.158, -0.976, 0.801)
C (-0.475, -3.884, 1.794)
C (0.892, -3.683, 1.183)
C (-0.734, -5.088, 2.442)
H (-3.241, -6.707, 4.107)
H (-1.543, -6.763, 4.590)
H (-2.053, -7.509, 3.077)
H (-3.930, -4.572, 3.361)
H (-4.751, -2.544, 2.665)
H (-4.041, -1.886, 1.173)
H (-3.565, -1.233, 2.730)
H (0.945, -2.733, 0.655)
H (1.120, -4.481, 0.474)
H (1.665, -3.687, 1.956)
H (0.048, -5.841, 2.490)

Computed properties:
Total charge: -1
Multiplicity: 2
Gap between HOMO and LUMO (spin up / spin down): 0.263 / 0.208 Ha

---

No. 2
C4H5ClN2 | ωB97M-V/def2-TZVPD

Cartesian coordinates (Å):
Cl (3.298, -0.338, 0.036)
N (2.079, 0.842, -0.048)
C (0.868, 0.359, -0.126)
C (-0.203, 1.325, -0.060)
C (-1.346, 0.647, 0.065)
C (-1.062, -0.860, -0.026)
N (0.389, -0.898, -0.362)
H (-0.038, 2.394, 0.167)
H (-2.419, 0.826, 0.050)
H (-0.956, -1.221, 0.985)
H (-1.674, -1.437, -0.721)
H (1.064, -1.638, 0.041)

Computed properties:
Total charge: 0
SMILES: Cl/N=C1/C=CCN1
Gap between HOMO and LUMO: 0.346 Ha

---

No. 3
C25H23AlClN2O5S5 | ωB97M-V/def2-TZVPD

Cartesian coordinates (Å):
Al (-0.409, 1.426, -0.734)
C (-2.625, 4.751, -1.478)
C (-1.667, 3.917, -0.684)
O (-1.083, 2.976, -1.368)
C (-1.436, 4.168, 0.642)
C (-0.479, 3.451, 1.429)
C (-0.147, 3.913, 2.818)
N (0.114, 2.417, 0.922)
N (1.098, 1.789, 1.679)
C (1.563, 0.815, 0.963)
O (1.127, 0.529, -0.243)
C (2.651, -0.015, 1.532)
C (2.777, -0.160, 2.911)
C (3.770, -0.972, 3.438)
C (4.660, -1.621, 2.592)
C (4.546, -1.461, 1.216)
C (3.533, -0.675, 0.686)
H (-2.148, 5.078, -2.404)
H (-2.965, 5.617, -0.914)
H (-3.487, 4.141, -1.758)
H (-1.968, 4.982, 1.113)
H (-0.639, 4.859, 3.037)
H (0.932, 4.019, 2.929)
H (-0.468, 3.162, 3.541)
H (2.085, 0.366, 3.557)
H (3.850, -1.096, 4.512)
H (5.433, -2.261, 3.000)
H (5.241, -1.962, 0.555)
H (3.410, -0.568, -0.384)
C (-3.178, -1.599, -2.597)
S (-2.363, -1.690, -4.215)
C (-2.216, 0.030, -4.531)
C (-1.361, 0.882, -3.917)
S (-0.075, 0.428, -2.823)
S (-1.559, 2.555, -4.408)
C (-2.804, 2.354, -5.576)
S (-3.444, 3.597, -6.457)
S (-3.321, 0.721, -5.692)
H (-3.255, -2.620, -2.220)
H (-4.172, -1.168, -2.701)
H (-2.568, -1.011, -1.915)
C (0.262, -3.522, 2.513)
C (0.706, -3.362, 1.076)
C (1.874, -4.022, 0.685)
C (2.315, -4.001, -0.622)
Cl (3.755, -4.893, -1.063)
C (1.615, -3.302, -1.589)
C (0.465, -2.633, -1.220)
C (0.004, -2.654, 0.093)
O (-1.190, -2.009, 0.265)
C (-1.519, -1.265, 1.428)
C (-2.259, 0.010, 1.042)
O (-3.161, 0.399, 1.756)
O (-1.807, 0.613, -0.008)
H (0.683, -4.441, 2.919)
H (-0.818, -3.585, 2.605)
H (0.608, -2.698, 3.140)
H (2.435, -4.581, 1.425)
H (1.963, -3.269, -2.612)
H (-0.092, -2.059, -1.951)
H (-0.622, -0.960, 1.974)
H (-2.173, -1.828, 2.089)

Computed properties:
Total charge: -1
Gap between HOMO and LUMO: 0.281 Ha

---

Q: Which value of total charge does entry 2 give?
A: 0

---

Q: total charge of number 3 (C25H23AlClN2O5S5)?
A: -1